The following is a DFT calculation (wB97M-V/def2-TZVPD) of a molecular structure, C27H57MoNO4P2SSi.

Energy = -2857.43335 Eh
Net charge = 0
HOMO level (spin up / spin down) = -6.0 / -7.4 eV
Spin multiplicity = 3
Lowest unoccupied orbital energy (spin up / spin down) = -0.30 / -0.01 eV

Geometry as XYZ:
```
94
Properties=species:S:1:pos:R:3:forces:R:3
Mo 0.408 1.993 0.478 -0.22 0.37 3.97
P -1.414 2.987 -0.715 -0.37 -0.40 -0.56
P 2.104 1.515 2.292 -0.05 -0.59 -0.32
N 1.487 3.213 -0.173 0.35 0.85 -0.78
H -2.169 0.972 1.594 -0.68 -0.53 1.20
C -2.484 4.169 0.146 -0.21 0.19 -0.04
H -3.333 4.434 -0.498 0.14 0.02 0.19
H -1.909 5.073 0.380 -0.12 -0.18 -0.01
H -2.850 3.729 1.081 0.09 0.07 -0.22
C -2.540 1.711 -1.339 -0.53 0.32 -0.27
H -3.340 2.197 -1.913 0.03 -0.21 0.05
H -2.974 1.172 -0.491 0.14 0.10 -0.16
H -2.013 0.988 -1.971 -0.01 0.19 0.22
C -0.844 3.867 -2.205 -0.25 0.20 -0.19
H -1.707 4.078 -2.853 0.21 0.03 0.10
H -0.119 3.262 -2.763 -0.16 0.08 0.24
H -0.366 4.814 -1.922 -0.05 -0.26 -0.05
C 2.037 2.296 3.930 -0.01 0.09 0.10
H 2.831 1.895 4.574 -0.13 0.14 -0.12
H 1.054 2.096 4.370 0.16 -0.03 -0.20
H 2.161 3.379 3.814 0.03 -0.18 0.07
C 2.117 -0.278 2.630 0.25 0.12 0.31
H 2.909 -0.496 3.361 -0.15 -0.09 -0.13
H 2.296 -0.836 1.703 -0.04 0.21 0.17
H 1.137 -0.557 3.032 0.18 0.15 -0.14
C 3.792 1.853 1.680 0.24 -0.04 0.35
H 4.528 1.424 2.376 -0.04 0.17 -0.21
H 3.944 2.937 1.604 -0.01 -0.23 -0.01
H 3.932 1.412 0.686 -0.11 0.07 0.21
C 2.329 4.166 -0.705 -0.10 -0.45 0.35
C 3.109 6.461 -0.769 0.29 -0.11 -0.29
C 2.310 5.484 -0.195 -0.03 -0.14 0.00
C 3.194 3.839 -1.775 -0.16 0.18 0.10
C 3.992 4.828 -2.340 -0.08 0.16 0.13
C 3.951 6.141 -1.847 -0.02 0.06 0.05
H 3.086 7.484 -0.385 0.01 -0.35 -0.12
H 1.648 5.700 0.649 0.22 -0.02 -0.32
H 3.203 2.808 -2.135 0.03 0.31 0.06
H 4.654 4.580 -3.174 -0.23 0.09 0.30
H 4.579 6.916 -2.297 -0.26 -0.33 0.17
C -1.951 0.815 2.716 0.48 0.47 -0.84
O -0.631 1.191 2.859 1.58 0.93 -1.68
C -2.829 1.741 3.587 -0.54 -0.26 -0.04
H -3.542 1.171 4.196 -0.02 0.11 -0.13
H -3.404 2.440 2.971 0.00 0.00 0.12
H -2.210 2.326 4.277 0.08 -0.20 -0.25
C -2.077 -0.666 3.087 -0.31 -0.21 -0.03
H -1.611 -0.841 4.069 -0.07 0.24 -0.14
H -1.550 -1.301 2.365 -0.10 0.21 0.09
H -3.122 -0.999 3.167 0.10 0.04 -0.14
C -3.065 -2.723 -2.165 -0.16 -0.23 -0.15
C -3.083 -2.137 -0.762 0.59 0.31 0.18
C -4.258 -1.184 -0.601 -0.16 0.18 0.01
C -3.199 -3.234 0.281 -0.12 -0.35 0.14
O -1.858 -1.348 -0.547 -0.35 -0.34 -0.28
Si -0.254 -1.723 -0.551 -0.45 -0.32 0.22
S 0.812 0.120 -0.708 0.48 -1.43 -1.01
O 0.061 -2.494 0.867 0.31 -0.65 -0.08
C 0.672 -3.756 1.327 -0.21 0.62 -0.27
C 1.105 -3.550 2.772 0.09 0.09 0.26
C -0.356 -4.876 1.288 -0.11 -0.27 -0.02
C 1.859 -4.111 0.452 0.21 -0.27 -0.14
O 0.160 -2.680 -1.818 0.43 0.07 -0.65
C 0.825 -2.675 -3.146 -0.36 0.14 0.79
C 1.680 -1.437 -3.340 0.24 0.20 -0.32
C 1.700 -3.915 -3.215 0.16 -0.26 -0.07
C -0.245 -2.740 -4.222 -0.16 -0.05 -0.22
H -4.014 -3.243 -2.356 0.15 0.13 0.04
H -2.259 -3.457 -2.281 -0.12 0.28 0.04
H -2.954 -1.931 -2.917 0.03 -0.16 0.16
H -5.196 -1.745 -0.719 0.21 0.14 0.02
H -4.237 -0.393 -1.358 0.00 -0.16 0.14
H -4.260 -0.727 0.399 0.08 -0.09 -0.23
H -2.472 -4.034 0.105 -0.09 0.29 0.09
H -3.079 -2.835 1.298 0.08 -0.07 -0.29
H -4.196 -3.695 0.218 0.19 0.13 -0.02
H 0.263 -3.213 3.391 0.17 -0.02 -0.20
H 1.465 -4.504 3.181 -0.07 0.19 -0.11
H 1.918 -2.820 2.853 -0.21 -0.14 -0.05
H 0.088 -5.794 1.699 -0.04 0.23 -0.09
H -1.228 -4.629 1.906 0.16 -0.01 -0.24
H -0.662 -5.099 0.258 -0.02 0.12 0.20
H 1.539 -4.307 -0.578 0.07 0.13 0.31
H 2.612 -3.314 0.457 -0.15 -0.08 -0.03
H 2.328 -5.030 0.835 -0.06 0.23 -0.05
H 2.442 -1.346 -2.559 -0.21 0.03 -0.09
H 2.202 -1.520 -4.307 -0.15 -0.04 0.23
H 1.074 -0.525 -3.369 0.17 -0.20 0.10
H 1.107 -4.829 -3.075 0.11 0.20 0.06
H 2.173 -3.972 -4.205 -0.14 0.02 0.20
H 2.503 -3.883 -2.471 -0.19 0.01 -0.09
H -0.830 -3.664 -4.142 0.05 0.24 0.04
H -0.915 -1.873 -4.176 0.10 -0.19 0.08
H 0.234 -2.735 -5.211 -0.07 -0.01 0.22
```
Forces are in eV/Å.

Here are the Mulliken charges for atoms 1 to 2, given in e:
1 Mo -0.336
2 P 1.393